[1]
Formula: C25H3BF18N3O6S
Source: the Open Molecules 2025 dataset
Level of theory: the ωB97M-V functional and the def2-TZVPD basis

The geometry in XYZ format:
```
57
C25H3BF18N3O6S the ωB97M-V functional and the def2-TZVPD basis
O 3.709 -2.055 -2.347
S 2.561 -2.207 -1.490
O 1.342 -1.461 -1.690
C 2.103 -4.045 -1.508
F 1.729 -4.390 -2.749
F 3.169 -4.791 -1.135
F 1.084 -4.276 -0.650
C 3.067 -1.966 0.224
C 2.101 -1.598 1.176
C 2.542 -1.531 2.498
N 1.819 -1.226 3.650
O 0.646 -0.988 3.872
O 2.761 -1.278 4.709
N 4.020 -1.595 4.248
C 3.871 -1.770 2.905
C 4.853 -2.126 1.906
N 6.251 -2.390 2.199
O 6.716 -2.238 3.346
O 6.964 -2.771 1.238
C 4.406 -2.220 0.576
H 1.054 -1.439 0.934
H 5.123 -2.491 -0.193
F 0.191 2.430 -5.772
C -0.164 2.096 -4.520
C -0.120 3.038 -3.497
F 0.294 4.291 -3.766
C -0.508 2.682 -2.201
F -0.392 3.662 -1.266
C -0.981 1.407 -1.880
B -1.471 0.923 -0.426
C -1.464 2.066 0.713
C -0.456 2.139 1.670
F 0.580 1.257 1.652
C -0.418 3.115 2.668
F 0.587 3.118 3.563
C -1.405 4.094 2.715
F -1.351 5.066 3.642
C -2.437 4.058 1.780
F -3.390 5.010 1.803
C -2.458 3.044 0.817
F -3.497 3.078 -0.057
C -2.925 0.217 -0.441
C -3.250 -0.715 0.544
F -2.344 -1.017 1.518
C -4.476 -1.380 0.599
F -4.707 -2.292 1.561
C -5.459 -1.094 -0.342
F -6.654 -1.709 -0.289
C -5.188 -0.155 -1.333
F -6.134 0.141 -2.245
C -3.937 0.474 -1.372
F -3.775 1.372 -2.377
H -0.616 0.077 -0.117
C -0.976 0.484 -2.929
F -1.396 -0.786 -2.715
C -0.578 0.798 -4.227
F -0.616 -0.137 -5.194
```

gap between HOMO and LUMO	5.55	eV
net charge	-1


[2]
Formula: C25H40AlF6N5O5P
Source: the Open Molecules 2025 dataset
Level of theory: the ωB97M-V functional and the def2-TZVPD basis

The geometry in XYZ format:
```
83
C25H40AlF6N5O5P the ωB97M-V functional and the def2-TZVPD basis
O -1.885 2.643 -0.717
C -2.782 3.459 -1.275
O -3.652 4.219 -0.316
C -3.051 3.656 -2.887
F -4.535 3.439 -3.074
F -2.808 5.074 -3.235
C -2.314 2.558 -3.850
F -2.413 1.174 -3.269
F -3.109 2.506 -5.131
C -0.772 2.906 -4.273
F -0.576 4.214 -4.938
F -0.384 1.867 -5.301
C 0.331 2.726 -3.050
O 0.759 1.483 -2.700
Al 1.148 4.313 -2.040
P 2.639 5.560 -3.365
O 3.566 6.625 -2.300
O 1.764 6.516 -4.559
H -4.449 4.596 -0.792
H -0.064 5.273 -1.640
H 1.838 3.737 -0.716
H 3.647 7.528 -2.730
H 1.481 5.871 -5.291
C 3.674 -1.041 -6.108
C 4.529 -1.049 -4.844
C 3.947 -0.180 -3.728
C 3.854 1.263 -4.195
N 3.777 2.461 -4.584
H 3.607 -0.040 -6.544
H 4.112 -1.697 -6.867
H 2.658 -1.395 -5.896
H 5.539 -0.703 -5.098
H 4.622 -2.079 -4.485
H 4.588 -0.229 -2.841
H 2.949 -0.533 -3.446
C 0.054 0.604 0.698
C -0.548 -0.796 0.633
C 0.482 -1.899 0.887
C 1.575 -1.833 -0.167
N 2.481 -1.779 -1.042
H 0.814 0.753 -0.076
H -0.722 1.359 0.539
H 0.515 0.789 1.675
H -1.010 -0.938 -0.351
H -1.347 -0.874 1.379
H -0.001 -2.881 0.844
H 0.931 -1.784 1.879
C 2.046 6.046 3.469
C 3.281 5.857 2.593
C 3.215 6.660 1.292
C 2.014 6.214 0.474
N 1.018 5.844 -0.205
H 1.139 5.690 2.971
H 2.150 5.477 4.399
H 1.906 7.101 3.728
H 3.395 4.790 2.366
H 4.168 6.163 3.158
H 4.128 6.502 0.707
H 3.129 7.731 1.504
C -1.090 -7.490 2.601
C -1.725 -6.818 1.388
C -1.076 -5.476 1.043
C -1.225 -4.518 2.213
N -1.349 -3.723 3.184
H -1.209 -6.885 3.506
H -1.566 -8.457 2.793
H -0.020 -7.662 2.440
H -2.795 -6.675 1.581
H -1.640 -7.489 0.526
H -1.556 -5.042 0.160
H -0.011 -5.610 0.820
C -4.448 -4.920 6.006
C -4.833 -6.308 6.509
C -3.882 -7.402 6.019
C -3.900 -7.456 4.500
N -3.915 -7.501 3.240
H -4.495 -4.858 4.914
H -5.136 -4.167 6.404
H -3.433 -4.655 6.323
H -5.856 -6.531 6.184
H -4.836 -6.301 7.604
H -4.192 -8.374 6.417
H -2.860 -7.206 6.360
```

gap between HOMO and LUMO	4.64	eV
net charge	-1


[3]
Formula: C25H40AsBrF6N8O4SSi2Ta
Source: the Open Molecules 2025 dataset
Level of theory: the ωB97M-V functional and the def2-TZVPD basis

The geometry in XYZ format:
```
89
C25H40AsBrF6N8O4SSi2Ta the ωB97M-V functional and the def2-TZVPD basis
Ta -0.163 0.051 -0.131
C -3.661 2.891 0.541
Si -3.258 1.153 1.119
C -4.043 0.815 2.786
C -4.029 0.002 -0.113
N -1.423 1.036 1.198
C -0.823 1.991 1.981
C -1.489 2.784 2.944
C -0.821 3.733 3.669
C 0.557 3.963 3.467
C 1.249 3.196 2.583
C 0.608 2.154 1.849
N 1.241 1.308 1.032
Si 3.040 1.149 1.169
C 3.644 -0.493 0.484
C 3.482 1.126 2.993
C 3.846 2.602 0.297
H -4.751 2.969 0.484
H -3.271 3.081 -0.459
H -3.306 3.684 1.198
H -4.619 -0.110 2.724
H -4.728 1.631 3.036
H -3.340 0.689 3.607
H -5.096 0.022 0.129
H -3.704 -1.034 -0.029
H -3.929 0.354 -1.138
H -2.544 2.653 3.119
H -1.363 4.323 4.396
H 1.059 4.748 4.015
H 2.298 3.385 2.418
H 4.422 -0.877 1.147
H 4.087 -0.357 -0.503
H 2.882 -1.263 0.368
H 2.687 0.648 3.569
H 3.658 2.114 3.417
H 4.397 0.544 3.127
H 3.167 3.064 -0.422
H 4.748 2.294 -0.237
H 4.141 3.372 1.012
C -0.454 2.039 -1.111
H -1.508 2.180 -1.355
H 0.135 2.135 -2.027
H -0.164 2.862 -0.459
N -2.001 0.522 -3.370
C -2.102 -0.560 -2.580
O -1.478 -0.532 -1.423
C -2.858 -1.657 -2.943
C -3.479 -1.659 -4.222
N -3.968 -1.665 -5.265
C -3.009 -2.778 -2.092
N -3.092 -3.721 -1.436
H -1.202 1.118 -3.225
H -2.348 0.444 -4.314
C 0.289 -3.613 -2.609
S 0.958 -3.410 -0.970
C -0.163 -4.484 -0.101
O 0.649 -1.986 -0.509
H 0.594 -4.609 -2.933
H 0.727 -2.851 -3.247
H -0.794 -3.534 -2.585
H 0.053 -5.496 -0.449
H -1.195 -4.212 -0.311
H 0.047 -4.412 0.964
Br 5.369 -1.462 -6.172
C 4.685 -0.406 -4.766
C 5.444 0.642 -4.262
N 5.015 1.429 -3.282
C 3.818 1.174 -2.762
C 3.001 0.139 -3.191
C 3.437 -0.662 -4.237
C 1.653 -0.104 -2.585
O 0.769 -0.620 -3.250
O 1.526 0.293 -1.353
H 6.426 0.851 -4.670
H 3.482 1.827 -1.967
H 2.808 -1.454 -4.620
F -1.922 -2.190 1.060
As -2.634 -2.991 2.498
F -3.233 -3.735 3.918
F -2.333 -1.516 3.375
F -4.179 -2.405 2.030
F -0.984 -3.492 2.893
F -2.826 -4.427 1.580
N 0.378 -0.568 3.176
N 0.517 -1.090 1.846
H 0.283 -1.371 3.792
H -0.534 -0.125 3.203
H 0.041 -1.986 1.774
H 1.507 -1.267 1.699
```

gap between HOMO and LUMO (alpha / beta)	7.20 / 6.60	eV
multiplicity	2
ΔE to the lowest compared entry with this formula, charge and spin	30.4	kJ/mol